Entry 1:
DFT (wB97M-V/def2-TZVPD) results for the molecule C10H11NO3 in a non-equilibrium geometry.

Calculated values
Energy above the lowest of the compared OMol25 structures with the same formula, charge and spin   8.575 eV
Structure (SMILES)   C=[N+]([O-])O[C@H]1C=CC=C/C1=C1\O[C@@H]1C
E   -18173.2989 eV
LUMO   0.430 eV

Atoms and positions in Å:
1 C -0.6289 -1.6917 2.3548
2 N -1.0007 -1.4150 1.1553
3 O -1.0704 -2.1697 0.2287
4 O -1.3966 0.0492 0.9850
5 C -1.1316 0.4914 -0.3675
6 C -2.1509 1.5207 -0.8518
7 C -1.7873 2.6520 -1.4248
8 C -0.4236 2.7764 -1.8389
9 C 0.5566 2.0145 -1.3058
10 C 0.2863 0.8789 -0.4301
11 C 1.1979 0.1563 0.1367
12 O 2.5087 0.1920 0.2669
13 C 1.8033 -0.9523 0.8874
14 C 1.9891 -2.2879 0.1495
15 H -0.5260 -2.7241 2.5502
16 H -0.5146 -0.9604 3.1257
17 H -1.2953 -0.3983 -0.9836
18 H -3.2227 1.4636 -0.4955
19 H -2.4963 3.3167 -2.0130
20 H -0.0275 3.5541 -2.4504
21 H 1.5708 2.1786 -1.7819
22 H 1.7908 -1.1174 1.9752
23 H 2.9939 -2.6770 0.3145
24 H 1.7651 -2.0145 -0.8945
25 H 1.2100 -2.8360 0.7080

Entry 2:
DFT (wB97M-V/def2-TZVPD) results for a structure of composition C10H11NO3S in a non-equilibrium geometry.

Calculated values
Energy above the lowest of the compared OMol25 structures with the same formula, charge and spin   5.260 eV
E   -29011.9803 eV
LUMO   -0.100 eV

Atoms and positions in Å:
1 C 4.0180 0.0485 -0.2586
2 C 3.2804 -1.0654 0.0930
3 C 3.4545 1.3570 -0.2297
4 C 1.9805 -0.8905 0.5190
5 C 2.1638 1.4321 0.1564
6 C 1.3183 0.3738 0.5634
7 C -1.1246 -1.2075 -0.6096
8 C -2.2950 -0.6578 -0.1958
9 C -3.1569 -0.1336 -1.2427
10 C -2.8918 -1.0171 1.1855
11 N 0.1024 0.5534 1.1359
12 O -0.1965 -1.6238 -1.1955
13 O -1.9603 1.8318 0.9155
14 O -0.6511 1.5494 -1.0952
15 S -0.9456 1.1925 0.2104
16 H 4.9853 0.0139 -0.7214
17 H 3.7168 -2.0625 0.1047
18 H 4.1566 2.2799 -0.2775
19 H 1.4211 -1.7291 0.8153
20 H 1.8309 2.5143 0.2931
21 H -2.5021 0.2904 -2.1832
22 H -3.5886 0.7793 -0.8579
23 H -4.0143 -0.7067 -1.6261
24 H -3.1628 0.0520 1.5516
25 H -2.2166 -1.4756 1.9190
26 H -3.7224 -1.6988 1.0305

Entry 3:
DFT (wB97M-V/def2-TZVPD) results for the molecule C10H11NO4 in a non-equilibrium geometry.

Calculated values
Energy above the lowest of the compared OMol25 structures with the same formula, charge and spin   4.304 eV
Structure (SMILES)   C=CCN1C(=O)[C@@H](OCC)C(=O)C1=C=O
E   -20224.9770 eV
LUMO   -0.058 eV

Atoms and positions in Å:
1 C -0.7156 -3.3177 -2.9763
2 C -0.4031 -2.1197 -2.4307
3 C 0.8102 -1.9521 -1.5682
4 N 0.5466 -1.0373 -0.5343
5 C 1.4658 -0.1255 -0.1151
6 O 2.4606 0.2477 -0.7289
7 C 0.7591 0.6841 1.0857
8 O 0.3948 1.9564 0.7348
9 C 0.1154 2.8404 1.7590
10 C -0.5232 4.1657 1.2658
11 C -0.4524 -0.1866 1.4841
12 O -1.3050 0.0862 2.2863
13 C -0.3902 -1.3147 0.4902
14 C -1.0247 -2.5096 0.6185
15 O -1.6868 -3.4565 0.7023
16 H -1.5127 -3.5895 -3.6289
17 H -0.1452 -4.2636 -2.8532
18 H -1.0437 -1.3635 -2.7472
19 H 1.6177 -1.4212 -2.1116
20 H 1.0564 -2.8782 -1.2484
21 H 1.5048 0.7711 1.9664
22 H -0.6714 2.4704 2.5681
23 H 1.0835 2.9587 2.3040
24 H 0.1155 4.6849 0.5469
25 H -1.5161 3.9904 0.9344
26 H -0.5403 4.6798 2.1963

Entry 4:
DFT (wB97M-V/def2-TZVPD) results for a cluster of 2 separate species, C10H11PS in total in a non-equilibrium geometry.

Calculated values
Energy above the lowest of the compared OMol25 structures with the same formula, charge and spin   3.741 eV
Structure (SMILES)   C=CP(S)c1ccccc1.C#C
E   -30668.1659 eV
LUMO   0.411 eV

Atoms and positions in Å:
1 C 3.2481 0.6080 1.6079
2 C 1.9304 0.8288 1.3532
3 P 0.9393 -0.5542 0.2238
4 S 1.7809 0.2388 -1.6821
5 C -0.6069 0.3381 0.3281
6 C -1.7290 -0.3198 0.7464
7 C -2.9544 0.2528 0.5704
8 C -3.0559 1.4770 -0.0010
9 C -1.9315 2.0660 -0.5700
10 C -0.6844 1.5026 -0.3721
11 H 3.8134 1.2567 2.2195
12 H 3.6941 -0.3461 1.2935
13 H 1.2587 1.5515 1.7704
14 H 1.5532 -1.0582 -2.1680
15 H -1.6448 -1.2423 1.3414
16 H -3.8243 -0.1541 1.1461
17 H -3.9936 2.0415 0.0874
18 H -1.9117 2.9818 -1.1630
19 H 0.2742 1.9144 -0.7281
20 C 0.9507 -3.3200 -2.0760
21 C 1.0223 -3.3775 -0.8859
22 H 0.9943 -3.1097 -3.1288
23 H 0.8771 -3.5761 0.0870

What did the second record say?
DFT (wB97M-V/def2-TZVPD) results for a structure of composition C10H11NO3S in a non-equilibrium geometry.

Calculated values
Energy above the lowest of the compared OMol25 structures with the same formula, charge and spin   5.260 eV
E   -29011.9803 eV
LUMO   -0.100 eV

Atoms and positions in Å:
1 C 4.0180 0.0485 -0.2586
2 C 3.2804 -1.0654 0.0930
3 C 3.4545 1.3570 -0.2297
4 C 1.9805 -0.8905 0.5190
5 C 2.1638 1.4321 0.1564
6 C 1.3183 0.3738 0.5634
7 C -1.1246 -1.2075 -0.6096
8 C -2.2950 -0.6578 -0.1958
9 C -3.1569 -0.1336 -1.2427
10 C -2.8918 -1.0171 1.1855
11 N 0.1024 0.5534 1.1359
12 O -0.1965 -1.6238 -1.1955
13 O -1.9603 1.8318 0.9155
14 O -0.6511 1.5494 -1.0952
15 S -0.9456 1.1925 0.2104
16 H 4.9853 0.0139 -0.7214
17 H 3.7168 -2.0625 0.1047
18 H 4.1566 2.2799 -0.2775
19 H 1.4211 -1.7291 0.8153
20 H 1.8309 2.5143 0.2931
21 H -2.5021 0.2904 -2.1832
22 H -3.5886 0.7793 -0.8579
23 H -4.0143 -0.7067 -1.6261
24 H -3.1628 0.0520 1.5516
25 H -2.2166 -1.4756 1.9190
26 H -3.7224 -1.6988 1.0305